# C22H35HfNO3P2S

C22H35HfNO3P2S as an isolated structure (ωB97M-V/def2-TZVPD, OMol25).

## Properties
energy above the lowest of the compared OMol25 structures with the same formula, charge and spin: 2.0320 eV
E_HOMO: -0.4919 Eh
HOMO-LUMO gap: 5.67 eV
M: 634.0 u
total energy: -2268.03669 a.u.

Geometry as ORCA input:
```
! RIJCOSX wB97M-V def2-TZVPD def2/J DEFGRID3
* xyz 2 1
Hf -0.363 -0.028 -0.642
S -1.097 0.046 3.062
P 1.485 -4.308 -3.479
P 0.660 -1.732 -5.434
O -0.459 -1.119 3.620
O 0.604 1.718 0.112
O -2.530 0.130 2.935
N -0.437 0.307 1.500
C 2.185 -2.030 -1.179
C -0.368 1.580 3.580
C -0.158 -2.366 -0.155
C 0.070 3.431 5.042
C -1.004 -2.559 -1.397
C 0.279 1.449 1.361
C 1.143 -0.512 -6.708
C 3.304 -4.225 -3.378
C -0.433 -2.043 -2.742
C -0.084 -0.583 -2.925
C 2.374 -0.779 -2.091
C 1.148 -0.031 -2.552
C -2.445 0.320 -0.922
C 0.399 2.178 2.583
C 1.546 -3.235 -6.077
C 1.153 -1.937 -0.086
C 0.998 -5.845 -2.652
C 1.233 -4.518 -5.290
C 1.049 3.405 2.815
C -1.017 -2.181 -6.056
C 0.888 4.019 4.056
C -0.569 2.199 4.809
H 1.969 -2.913 -1.807
H 1.669 3.805 2.015
H 3.002 -0.072 -1.517
H 2.237 -0.434 -6.737
H -0.033 -6.109 -2.928
H -2.007 -2.118 -1.249
H -1.209 -3.642 -1.520
H -1.161 -2.341 -3.517
H 1.401 4.959 4.271
H -1.695 -1.329 -5.918
H 1.024 -5.683 -1.564
H 1.680 -6.671 -2.917
H 2.996 -1.060 -2.963
H -0.949 -2.429 -7.125
H 1.564 -1.756 0.916
H -1.204 1.712 5.551
H -2.661 1.387 -0.739
H 1.360 0.976 -2.919
H 0.758 -0.814 -7.693
H 0.192 -4.840 -5.448
H 3.674 -3.343 -3.922
H 3.171 -2.266 -0.733
H 0.497 -2.646 -2.977
H 1.900 -5.341 -5.598
H 3.613 -4.129 -2.327
H 0.729 0.465 -6.429
H 3.734 -5.143 -3.806
H -0.060 3.937 5.999
H -0.638 -2.708 0.772
H 1.255 -3.339 -7.133
H -1.422 -3.040 -5.506
H -3.070 -0.242 -0.209
H -0.732 -0.005 -3.590
H 2.620 -3.002 -6.040
H -2.797 0.078 -1.935
*
```

# C35H35ClNO5S5ScSiTe

C35H35ClNO5S5ScSiTe as an isolated structure (ωB97M-V/def2-TZVPD, OMol25).

## Properties
energy above the lowest of the compared OMol25 structures with the same formula, charge and spin: 0.0000 eV
E_HOMO: -0.0514 Eh
HOMO-LUMO gap: 5.18 eV
M: 946.1 u
total energy: -5555.43101 a.u.

Geometry as ORCA input:
```
! RIJCOSX wB97M-V def2-TZVPD def2/J DEFGRID3
* xyz -2 1
Te -2.107 0.879 2.155
Sc 1.271 1.134 0.281
Cl 2.808 1.559 4.600
S -2.721 7.436 -0.986
S -0.018 3.061 1.847
S -1.856 5.213 0.815
S 1.567 3.424 -1.130
S -0.388 5.661 -1.567
Si -1.529 0.172 -1.675
O 2.279 0.256 -1.324
O 0.785 0.232 2.606
O -0.558 0.777 -0.540
O 1.092 -1.300 4.207
O 3.044 -1.511 -2.502
N 1.935 -1.147 0.782
C -2.076 1.501 4.203
C -0.575 -0.351 -3.218
C 3.172 -3.002 -0.034
C -3.086 -3.864 0.209
C 0.942 -1.111 -5.456
C 3.271 1.819 1.518
C 4.876 -0.084 1.573
C -2.270 -1.431 -0.961
C 2.522 -2.912 2.268
C 3.964 0.789 2.234
C -0.476 4.166 0.583
C -3.761 1.857 -1.129
C -2.841 1.407 -2.269
C 2.635 -0.962 -1.491
C 2.565 -1.763 -0.203
C 3.161 -3.573 1.224
C 4.481 -0.517 4.266
C 0.440 0.473 -3.716
C 1.193 0.096 -4.819
C -1.705 6.165 -0.597
C -2.088 2.643 -2.779
C -3.604 -1.840 -0.990
C 0.203 4.347 -0.571
C 5.336 -1.356 3.572
C -3.362 -0.813 2.776
C 3.822 0.516 3.615
C -1.355 -2.289 -0.336
C 1.222 -0.831 2.962
C -1.749 -3.487 0.242
C -0.806 -1.565 -3.872
C -4.011 -3.041 -0.416
C -0.061 -1.943 -4.982
C 1.906 -1.712 1.985
C -3.686 0.838 -3.416
C 5.529 -1.115 2.208
H 0.662 1.414 -3.222
H -4.352 -1.212 -1.456
H -0.254 -2.893 -5.471
H -1.014 -4.124 0.721
H -1.539 2.431 -3.700
H -1.580 -2.232 -3.501
H -4.253 -0.469 3.305
H -3.058 0.549 -4.264
H -1.948 0.623 4.841
H -4.398 1.597 -3.764
H -2.791 -1.483 3.423
H -5.057 -3.327 -0.447
H 6.203 -1.747 1.637
H -0.311 -2.000 -0.303
H 3.650 -3.463 -0.887
H -1.366 2.987 -2.036
H 2.505 -3.299 3.276
H 1.538 -1.411 -6.311
H 4.328 -0.643 5.331
H -2.788 3.464 -2.977
H -3.405 -4.792 0.670
H -2.997 2.015 4.474
H 1.997 0.736 -5.161
H 0.771 -0.549 4.732
H 5.035 0.083 0.512
H 3.810 2.163 0.635
H 3.659 -4.518 1.402
H -1.233 2.179 4.325
H -4.326 1.026 -0.695
H -3.193 2.317 -0.321
H 2.925 2.644 2.130
H -4.261 -0.041 -3.117
H -3.664 -1.365 1.884
H 5.851 -2.162 4.080
H -4.477 2.603 -1.501
*
```

# C2H5Cl2N

A 2-piece molecular cluster, C2H5Cl2N overall (ωB97M-V/def2-TZVPD, OMol25).

## Properties
energy above the lowest of the compared OMol25 structures with the same formula, charge and spin: 0.8015 eV
SMILES string: C=C(N)Cl.Cl
E_HOMO: -0.3078 Eh
HOMO-LUMO gap: 9.12 eV
M: 114.0 u
total energy: -1054.30358 a.u.

Geometry as ORCA input:
```
! RIJCOSX wB97M-V def2-TZVPD def2/J DEFGRID3
* xyz 0 1
Cl -3.080 0.251 1.117
Cl 0.115 -0.012 -2.114
N 0.613 1.328 0.049
C 0.713 0.070 -0.529
C 0.957 -1.146 0.108
H -2.890 -0.818 0.414
H 0.480 2.055 -0.642
H 0.900 -2.053 -0.498
H 0.621 1.252 1.071
H 1.571 -0.928 1.024
*
```

# C53H44As2N4O6PbSSe

C53H44As2N4O6PbSSe as an isolated structure (ωB97M-V/def2-TZVPD, OMol25).

## Properties
energy above the lowest of the compared OMol25 structures with the same formula, charge and spin: 0.0000 eV
E_HOMO: -0.2799 Eh
HOMO-LUMO gap: 7.45 eV
M: 1301.0 u
total energy: -10180.52230 a.u.

Geometry as ORCA input:
```
! RIJCOSX wB97M-V def2-TZVPD def2/J DEFGRID3
* xyz 0 1
Pb 0.196 -0.552 0.299
Se 1.298 -1.898 2.825
As 2.723 1.040 -0.090
As -1.909 2.488 -1.400
S -2.252 0.294 -1.249
O -0.264 2.081 -0.169
O 2.336 -3.095 2.896
O -0.005 -2.336 1.921
O 1.927 -0.639 1.902
O 0.881 -1.357 4.252
O -0.363 -2.857 -1.037
N -0.852 1.500 3.999
N 1.803 -1.427 -1.782
N -1.173 0.644 2.007
N 1.266 -4.112 -0.059
C 2.410 -2.599 -1.643
C -0.654 2.284 -3.914
C -3.453 5.865 0.600
C -1.005 -4.795 0.216
C 3.989 3.514 -0.634
C 5.951 -1.625 0.375
C 4.669 4.224 1.704
C 1.394 5.045 1.097
C 6.047 -0.868 -1.893
C -0.219 4.434 -2.923
C 4.049 2.806 3.542
C -1.556 0.350 4.176
C -0.626 1.658 2.673
C 6.564 -1.637 -0.866
C 3.084 2.598 -2.668
C -3.595 0.747 -2.337
C 4.308 4.658 -2.726
C 3.490 2.158 1.304
C 0.660 3.896 -5.097
C 2.400 -3.225 -0.279
C 0.514 4.785 -4.045
C -0.015 -3.795 -0.326
C 1.157 4.941 2.457
C 4.650 3.958 3.061
C -4.541 -0.051 -2.938
C 3.597 3.668 -3.383
C -3.542 2.134 -2.526
C 0.215 2.964 0.715
C -1.759 -0.164 2.933
C -5.465 0.574 -3.767
C -5.429 1.943 -3.975
C 4.495 4.590 -1.356
C -4.465 2.738 -3.355
C 4.836 -0.835 0.593
C 0.499 3.833 2.949
C -3.170 3.147 1.059
C 0.922 4.072 0.244
C 3.292 2.495 -1.303
C 4.083 3.333 0.813
C -3.823 3.939 1.987
C 3.472 1.904 2.662
C 2.404 -1.373 -4.082
C 1.781 -0.841 -2.966
C 3.048 -3.217 -2.715
C 0.034 2.817 2.109
C 0.073 2.644 -5.032
C 4.320 -0.049 -0.428
C -3.958 5.299 1.759
C -0.795 3.172 -2.852
C 3.060 -2.587 -3.947
C -2.653 3.719 -0.096
C -2.807 5.076 -0.340
C 4.929 -0.083 -1.677
H 3.571 -3.034 -4.789
H -1.133 1.310 -3.855
H 3.300 -3.825 -0.143
H 1.498 5.711 3.133
H -0.449 2.053 4.736
H -2.246 -1.070 2.645
H -2.433 5.508 -1.262
H -4.554 -1.118 -2.777
H 4.713 5.490 -3.284
H 1.402 -4.710 0.744
H 3.001 1.002 3.026
H 4.539 0.521 -2.489
H -0.337 5.141 -2.110
H 2.516 1.835 -3.184
H 2.389 -0.849 -5.026
H -0.905 -4.832 1.296
H -2.011 -4.478 -0.039
H 0.974 5.760 -4.103
H 7.440 -2.246 -1.035
H -4.239 3.494 2.878
H 3.542 -4.166 -2.576
H -4.438 3.808 -3.522
H -6.219 -0.026 -4.255
H -4.477 5.914 2.479
H 4.351 -0.837 1.560
H 3.443 3.728 -4.452
H -6.152 2.398 -4.637
H 1.936 5.889 0.700
H -3.574 6.923 0.424
H -1.825 -0.008 5.145
H 2.402 -2.431 0.471
H 5.041 5.375 -0.853
H 6.346 -2.229 1.178
H 1.118 4.119 -0.817
H 6.521 -0.870 -2.865
H 1.232 0.096 -3.012
H 0.333 3.777 4.014
H 5.139 5.127 1.342
H 1.229 4.178 -5.969
H 0.173 1.954 -5.856
H 5.103 4.656 3.749
H -3.048 2.082 1.220
H -0.815 -5.782 -0.197
H 4.032 2.610 4.605
*
```

# C12H45FeO11

C12H45FeO11 as an isolated structure (ωB97M-V/def2-TZVPD, OMol25).

## Properties
energy above the lowest of the compared OMol25 structures with the same formula, charge and spin: 0.0000 eV
E_HOMO (alpha / beta): -0.4539 / -0.4539 Eh
HOMO-LUMO gap (alpha / beta): 7.82 / 7.68 eV
M: 421.3 u
<S²>: 6.008
total energy: -2575.23717 a.u.

Geometry as ORCA input:
```
! RIJCOSX wB97M-V def2-TZVPD def2/J DEFGRID3
* xyz 1 5
Fe -2.163 0.866 -2.118
O 1.960 -0.462 -3.089
O 4.693 0.364 -1.415
O -0.997 -4.881 -1.892
O -0.745 -0.136 -3.331
O -2.390 2.806 2.726
O 0.750 2.662 -2.572
O -2.037 4.034 0.005
O 2.792 1.643 3.268
O -1.742 2.453 -3.397
O -2.831 -0.520 3.620
O -0.899 1.342 -0.810
C -2.282 -1.830 3.502
C -2.088 3.628 -4.152
C 5.280 -0.859 -0.932
C 0.155 -4.029 0.052
C 0.387 -0.466 0.314
C 1.108 0.903 4.762
C -0.428 -3.714 -1.320
C 4.202 -1.671 -0.284
C -0.490 0.776 0.412
C -3.354 -2.910 3.495
C -3.579 3.710 -4.404
C 2.057 0.485 3.667
H 1.671 1.515 5.473
H 0.349 -0.972 -0.658
H -3.940 -2.849 4.413
H -1.201 -2.932 -1.297
H 0.365 -3.314 -1.958
H 1.679 2.908 -2.570
H 0.269 1.513 4.428
H 0.554 2.300 -1.690
H -2.913 -3.907 3.456
H 0.206 -0.213 -3.070
H 4.635 -2.522 0.262
H -1.740 -1.898 2.544
H 2.699 -0.347 3.975
H -0.972 -0.974 -3.754
H 2.590 -0.970 -3.609
H -2.378 2.486 3.636
H -1.512 3.229 -0.092
H -3.889 4.753 -4.470
H 3.616 -1.193 0.501
H -0.686 -4.129 0.744
H -1.574 -1.942 4.319
H 1.445 -0.301 0.533
H 0.143 -1.259 1.024
H -3.415 -0.343 2.876
H 5.763 -1.403 -1.744
H -2.024 2.078 2.217
H 0.664 -4.991 0.054
H -1.491 3.733 -5.057
H 0.711 0.056 5.323
H -0.760 2.447 -3.298
H 6.035 -0.578 -0.196
H -4.016 -2.793 2.635
H 2.200 -0.632 -2.167
H 3.237 1.473 2.433
H 0.841 -3.259 0.398
H 0.083 1.528 0.971
H -3.875 3.283 -5.364
H -1.838 4.495 -3.533
H -1.601 4.531 0.703
H -1.822 -5.105 -1.453
H -4.142 3.260 -3.586
H -1.351 0.546 1.054
H 3.527 -2.181 -0.982
H 4.992 0.532 -2.311
H 1.508 0.143 2.778
*
```

# C2H5N5S

One molecule with the formula C2H5N5S (ωB97M-V/def2-TZVPD, OMol25).

## Properties
energy above the lowest of the compared OMol25 structures with the same formula, charge and spin: 4.4986 eV
SMILES string: [H]/N=c1/nnn(C)n1S
E_HOMO: -0.3382 Eh
HOMO-LUMO gap: 9.15 eV
M: 131.2 u
total energy: -750.97642 a.u.

Geometry as ORCA input:
```
! RIJCOSX wB97M-V def2-TZVPD def2/J DEFGRID3
* xyz 0 1
S -1.227 -1.570 -0.056
N 0.119 -0.425 -0.003
N 1.084 -1.847 -1.733
N 1.031 1.420 -0.591
N 1.496 0.515 -1.392
N -0.094 0.982 -0.092
C 0.841 -0.778 -1.221
C -0.728 1.482 1.197
H -1.961 1.547 1.024
H -0.768 -2.279 1.108
H -0.393 2.604 0.891
H -0.155 0.924 2.088
H 0.755 -2.575 -1.219
*
```